Record 1
{"formula": "CH2NO4", "method": "ωB97M-V/def2-TZVPD", "fmax_ev_per_a": 15.125, "total_energy_ha": -394.4387, "e_lumo_ev": -6.798, "total_charge": 1, "species": ["C", "N", "O", "O", "O", "O", "H", "H"], "coordinates": [[0.955868, -0.106454, 0.312412], [-2.206556, 0.204102, -0.885645], [-2.101784, 0.633167, 0.098666], [-2.460810, -0.229509, -1.778733], [2.219469, -0.132598, 1.163432], [0.672629, 0.215112, -0.968167], [0.158129, 0.143983, 1.093948], [2.763053, -0.727801, 0.964090]], "atomic_forces_ev_per_a": [[0.335, 4.286, -2.883], [1.999, 3.874, 8.367], [1.173, 2.446, 4.960], [-2.876, -6.242, -13.473], [-11.400, 7.526, -0.454], [2.252, -3.008, 7.750], [0.950, -0.957, -0.971], [7.566, -7.924, -3.296]]}

***

Record 2
{"formula": "CH6N2O", "method": "ωB97M-V/def2-TZVPD", "fmax_ev_per_a": 5.915, "smiles": "NCNO", "total_energy_ha": -226.3263, "e_lumo_ev": 1.109, "species": ["C", "N", "N", "O", "H", "H", "H", "H", "H", "H"], "coordinates": [[-0.319867, -0.306435, -0.305731], [0.781234, 0.351655, 0.278420], [-1.187451, 0.373509, 0.788811], [1.738604, -0.208748, -0.998714], [2.392229, -0.749966, -0.524781], [0.765566, 1.328361, -0.020070], [-2.139076, 0.579078, 0.505614], [-1.051337, -0.028084, 1.709788], [-0.340780, -1.382168, -0.147513], [-0.639122, 0.042798, -1.285823]], "atomic_forces_ev_per_a": [[-3.111, 1.780, 3.841], [3.978, -1.730, -4.021], [-0.983, -0.387, -1.462], [0.276, 0.814, 2.038], [-0.192, 0.308, -0.160], [-0.120, -0.240, 0.144], [0.069, -0.307, 0.474], [-0.441, -0.090, -0.418], [0.429, 0.068, -0.450], [0.094, -0.216, 0.015]]}